[1]
ORCA calculation (wB97M-V/def2-TZVPD) on a structure of composition C10H13Br4F12N2O11S4Zr.

Geometry (Å):
Zr (16.678, 12.904, -22.065)
C (18.189, 13.075, -26.075)
F (18.422, 14.337, -25.924)
F (16.861, 12.943, -25.931)
F (18.704, 12.615, -27.232)
S (19.014, 11.993, -24.587)
O (18.215, 10.772, -24.431)
O (20.457, 11.797, -24.866)
N (18.523, 12.955, -23.144)
S (19.967, 13.544, -22.628)
O (19.621, 14.267, -21.412)
O (21.025, 12.549, -22.391)
C (20.485, 14.938, -23.849)
F (20.900, 14.460, -25.025)
F (19.476, 15.775, -24.047)
F (21.497, 15.622, -23.268)
C (12.965, 15.254, -20.876)
F (11.913, 14.477, -21.058)
F (13.453, 15.704, -22.039)
F (12.527, 16.322, -20.165)
S (14.273, 14.204, -19.802)
O (15.404, 15.103, -19.612)
O (13.578, 13.860, -18.557)
N (15.021, 12.846, -20.849)
S (14.021, 11.676, -20.371)
O (12.584, 12.002, -20.326)
O (14.388, 10.536, -21.152)
C (14.666, 11.160, -18.507)
F (13.735, 11.234, -17.564)
F (15.177, 9.917, -18.503)
F (15.677, 11.945, -18.146)
C (18.479, 10.248, -19.221)
C (17.927, 11.236, -20.203)
O (17.379, 10.872, -21.247)
O (17.781, 12.463, -20.081)
H (18.236, 9.227, -19.516)
H (18.070, 10.402, -18.223)
H (19.556, 10.386, -19.126)
Br (14.437, 6.308, -20.441)
C (16.287, 5.974, -21.127)
C (16.858, 7.375, -21.254)
Br (18.706, 7.477, -21.906)
H (16.130, 5.538, -22.114)
H (16.832, 5.300, -20.466)
H (16.775, 7.904, -20.304)
H (16.279, 8.027, -21.907)
Br (14.926, 8.690, -13.492)
C (15.859, 8.713, -15.289)
C (16.094, 7.280, -15.759)
Br (17.076, 7.406, -17.443)
H (16.738, 9.332, -15.107)
H (15.276, 9.243, -16.042)
H (15.081, 6.930, -15.956)
H (16.641, 6.730, -14.994)
O (15.743, 11.603, -23.513)
H (15.032, 11.825, -24.113)
H (16.011, 10.722, -23.773)

Output
Net charge = +1
Kohn-Sham gap = 5.6 eV
E_LUMO = -6.542 eV
HOMO energy = -12.2 eV

[2]
ORCA calculation (wB97M-V/def2-TZVPD) on an isolated molecule of CH4BrOP.

Geometry (Å):
O (-0.264, 1.445, -0.155)
C (-0.917, 0.274, -0.656)
P (0.157, -1.340, -0.089)
Br (-2.736, -0.149, -0.016)
H (-0.034, 1.239, 0.701)
H (-1.015, 0.534, -1.798)
H (1.236, -0.714, -0.902)
H (0.350, -0.596, 1.100)

Output
Net charge = 0
Kohn-Sham gap = 10.5 eV
Energy above the lowest of the compared OMol25 structures with the same formula, charge and spin = 94.0 kJ/mol
E_LUMO = 0.530 eV
HOMO energy = -10.0 eV

[3]
ORCA calculation (wB97M-V/def2-TZVPD) on a structure of composition C25H37CaCl4F4KN2O11.

Geometry (Å):
C (-1.035, 1.212, -0.230)
C (-2.152, 0.267, -0.673)
N (-1.581, -0.798, -1.481)
C (-2.585, -1.416, -2.358)
C (-3.802, -2.059, -1.625)
C (-5.080, -1.173, -1.558)
C (-6.304, -2.149, -1.580)
N (-7.301, -1.648, -0.976)
C (-6.954, -0.312, -0.446)
C (-5.450, -0.525, -0.166)
C (-0.868, -1.790, -0.666)
C (-1.207, -2.144, 0.788)
O (0.022, -2.396, -1.172)
H (-0.384, 1.589, -1.112)
H (-0.409, 0.711, 0.576)
H (-1.524, 2.157, 0.227)
H (-2.737, -0.047, 0.210)
H (-2.857, 0.830, -1.313)
H (-2.062, -2.245, -2.862)
H (-2.874, -0.718, -3.159)
H (-3.572, -2.399, -0.607)
H (-4.075, -2.956, -2.206)
H (-5.205, -0.422, -2.356)
H (-6.314, -3.146, -2.030)
H (-8.202, -2.099, -0.850)
H (-6.988, 0.416, -1.282)
H (-7.548, 0.065, 0.392)
H (-5.074, 0.484, 0.041)
H (-5.150, -1.324, 0.530)
H (-0.307, -2.527, 1.279)
H (-1.655, -1.327, 1.383)
H (-1.918, -2.985, 0.778)
F (-0.063, -4.607, -0.136)
Ca (-0.307, 3.092, 0.664)
C (-0.196, -0.550, -5.257)
C (-0.251, 0.947, -5.044)
C (0.722, 1.727, -5.895)
O (0.995, 2.877, -5.083)
C (0.794, 2.507, -3.799)
O (1.113, 3.149, -2.851)
O (0.171, 1.293, -3.718)
H (0.724, -0.967, -4.845)
H (-1.021, -1.039, -4.737)
H (-0.262, -0.800, -6.316)
H (-1.274, 1.310, -5.182)
H (0.291, 2.029, -6.847)
H (1.661, 1.199, -6.081)
C (3.958, -2.034, -0.001)
C (3.589, -0.641, 0.473)
O (4.290, -0.302, 1.685)
C (5.549, 0.094, 1.537)
O (6.131, 0.174, 0.500)
C (6.143, 0.470, 2.900)
F (5.869, -0.453, 3.837)
F (5.650, 1.636, 3.338)
F (7.466, 0.594, 2.847)
H (3.790, -2.760, 0.781)
H (3.363, -2.312, -0.874)
H (5.022, -2.097, -0.273)
H (2.533, -0.610, 0.706)
H (3.772, 0.093, -0.293)
Cl (2.207, 1.586, -0.481)
O (-9.150, 0.287, -3.027)
H (-8.745, -0.322, -2.408)
K (4.467, -4.198, 0.579)
C (2.284, 3.977, 5.626)
C (2.510, 4.055, 6.945)
C (1.545, 4.740, 7.868)
O (1.786, 4.766, 9.055)
C (0.355, 5.349, 7.284)
C (0.135, 5.272, 5.968)
C (1.088, 4.563, 5.053)
O (0.832, 4.504, 3.857)
O (-0.943, 5.822, 5.401)
O (3.593, 3.532, 7.504)
H (2.970, 3.484, 4.951)
H (-0.325, 5.855, 7.954)
H (-0.868, 5.629, 4.450)
H (3.517, 3.722, 8.459)
Cl (1.495, 4.953, -5.791)
C (6.885, -8.285, -1.370)
Cl (7.357, -6.983, -2.463)
Cl (5.782, -7.705, -0.111)
H (6.384, -9.060, -1.940)
H (7.773, -8.687, -0.896)

Output
Net charge = 0
Kohn-Sham gap = 2.0 eV
E_LUMO = -3.137 eV
HOMO energy = -5.1 eV

[4]
ORCA calculation (wB97M-V/def2-TZVPD) on a structure of composition C14H19BBrF2IO2Si2.

Geometry (Å):
C (3.693, 3.329, -1.975)
C (3.551, 2.313, -3.167)
B (2.830, 0.987, -2.656)
O (3.633, -0.169, -2.521)
Si (0.938, 0.767, -2.170)
Br (0.896, -0.657, -0.368)
O (0.143, 2.180, -1.627)
Si (-0.186, 3.351, -2.815)
I (-1.760, 2.594, -4.548)
H (2.737, 3.537, -1.494)
H (4.155, 4.242, -2.352)
H (4.377, 2.859, -1.264)
H (3.099, 2.784, -4.045)
H (4.586, 2.062, -3.450)
H (4.182, -0.167, -3.304)
H (0.217, 0.055, -3.235)
H (1.031, 3.813, -3.487)
H (-0.782, 4.503, -2.117)
F (0.425, -3.836, 6.636)
C (0.632, -3.259, 5.438)
C (0.319, -3.959, 4.288)
C (0.530, -3.359, 3.054)
C (1.058, -2.076, 2.984)
C (1.371, -1.388, 4.149)
C (1.153, -1.979, 5.387)
H (-0.084, -4.960, 4.363)
H (0.283, -3.894, 2.146)
H (1.224, -1.612, 2.020)
H (1.785, -0.390, 4.095)
H (1.383, -1.456, 6.306)
F (-6.273, -1.778, 0.173)
C (-5.113, -1.148, -0.092)
C (-3.919, -1.768, 0.229)
C (-2.723, -1.120, -0.048)
C (-2.736, 0.142, -0.632)
C (-3.945, 0.752, -0.944)
C (-5.143, 0.103, -0.678)
H (-3.931, -2.747, 0.691)
H (-1.782, -1.597, 0.191)
H (-1.805, 0.649, -0.843)
H (-3.955, 1.736, -1.395)
H (-6.094, 0.559, -0.921)

Output
Net charge = 0
Kohn-Sham gap = 8.9 eV
E_LUMO = -0.237 eV
HOMO energy = -9.1 eV

[5]
ORCA calculation (wB97M-V/def2-TZVPD) on a structure of composition C30H35N3O4ReS4Si.

Geometry (Å):
Re (0.638, -0.127, -0.382)
S (0.302, 1.174, 1.569)
C (-0.318, 0.391, 3.025)
C (-0.107, 1.112, 4.211)
C (-0.586, 0.673, 5.428)
C (-1.285, -0.531, 5.506)
C (-1.474, -1.273, 4.358)
C (-1.006, -0.811, 3.138)
S (1.115, -2.248, 0.484)
C (2.124, -2.847, -0.905)
C (1.783, -2.262, -2.231)
C (2.172, -2.890, -3.407)
C (1.920, -2.282, -4.616)
C (1.284, -1.053, -4.637)
C (0.897, -0.479, -3.443)
C (0.130, 0.808, -3.443)
S (0.398, 1.821, -1.945)
C (-1.268, 2.313, -1.600)
C (-1.616, 3.644, -1.795)
C (-2.908, 4.061, -1.525)
C (-3.833, 3.133, -1.064)
C (-3.476, 1.811, -0.870)
C (-2.177, 1.364, -1.126)
S (-1.744, -0.328, -0.860)
N (1.141, -1.084, -2.265)
H (0.440, 2.044, 4.146)
H (-0.412, 1.263, 6.318)
H (-1.657, -0.896, 6.453)
H (-1.982, -2.232, 4.404)
H (3.179, -2.631, -0.706)
H (2.009, -3.930, -0.952)
H (2.676, -3.845, -3.355)
H (2.218, -2.757, -5.542)
H (1.081, -0.542, -5.567)
H (0.397, 1.406, -4.312)
H (-0.938, 0.589, -3.467)
H (-0.871, 4.344, -2.149)
H (-3.186, 5.097, -1.664)
H (-4.845, 3.444, -0.839)
H (-4.206, 1.109, -0.488)
C (5.371, 0.280, -0.577)
Si (3.877, 0.677, 0.480)
C (3.910, -0.389, 2.010)
C (3.934, 2.481, 0.955)
O (2.560, 0.380, -0.451)
H (6.303, 0.519, -0.059)
H (5.348, 0.850, -1.508)
H (5.396, -0.783, -0.830)
H (4.712, -0.067, 2.680)
H (4.082, -1.439, 1.762)
H (2.966, -0.327, 2.555)
H (4.828, 2.714, 1.537)
H (3.059, 2.746, 1.552)
H (3.938, 3.110, 0.061)
C (-5.330, -3.825, 3.546)
C (-5.752, -4.005, 2.092)
C (-4.722, -3.461, 1.083)
C (-5.217, -3.739, -0.350)
C (-4.272, -3.247, -1.440)
C (-4.624, -1.963, 1.307)
O (-5.565, -1.210, 1.206)
N (-3.379, -1.474, 1.663)
C (-2.272, -2.274, 1.751)
O (-1.130, -1.642, 2.026)
N (-2.225, -3.535, 1.557)
C (-3.399, -4.215, 1.264)
O (-3.402, -5.421, 1.178)
H (-6.117, -4.164, 4.219)
H (-5.131, -2.777, 3.781)
H (-4.431, -4.404, 3.768)
H (-6.697, -3.492, 1.906)
H (-5.884, -5.063, 1.867)
H (-6.199, -3.273, -0.456)
H (-5.344, -4.819, -0.425)
H (-4.160, -2.165, -1.402)
H (-4.652, -3.503, -2.429)
H (-3.278, -3.687, -1.339)
H (-3.292, -0.471, 1.794)

Output
Net charge = 0
Kohn-Sham gap (spin up / spin down) = 7.3 / 6.7 eV
Energy above the lowest of the compared OMol25 structures with the same formula, charge and spin = 14.0 kJ/mol
E_LUMO (spin up / spin down) = -0.133 / -1.201 eV
HOMO energy (spin up / spin down) = -7.4 / -7.9 eV
Expectation value of S² = 3.77
Multiplicity = 4

[6]
ORCA calculation (wB97M-V/def2-TZVPD) on a structure of composition C24H17Co2N2O6.

Geometry (Å):
O (-2.669, -0.154, -1.967)
C (-1.625, -0.425, -1.548)
Co (-0.044, -0.972, -0.966)
C (0.951, 0.482, -1.343)
O (1.571, 1.400, -1.676)
C (-0.654, -1.601, 0.919)
O (-0.825, -1.859, 2.054)
C (-0.083, -2.821, -1.737)
C (-1.472, -3.328, -1.721)
C (-2.229, -3.060, -0.589)
C (-3.570, -3.305, -0.431)
C (-4.256, -3.889, -1.515)
C (-3.566, -4.145, -2.705)
C (-2.198, -3.853, -2.831)
C (0.407, -1.976, -2.731)
C (0.241, -2.020, -4.049)
Co (1.908, -2.903, -1.719)
C (1.983, -3.232, 0.030)
O (1.944, -3.447, 1.169)
C (2.370, -4.379, -2.635)
O (2.606, -5.337, -3.239)
C (3.222, -1.637, -2.028)
O (4.029, -0.831, -2.233)
H (-1.671, -2.496, 0.236)
H (-4.112, -3.050, 0.485)
H (-5.315, -4.143, -1.423)
H (-4.092, -4.598, -3.547)
H (-1.671, -4.049, -3.761)
H (1.039, -1.813, -4.781)
H (-0.773, -2.229, -4.474)
C (-0.537, 5.287, 0.903)
C (0.246, 4.277, 1.686)
C (0.189, 2.950, 1.242)
C (0.870, 1.970, 1.948)
C (1.601, 2.336, 3.118)
C (1.674, 3.638, 3.547)
C (0.987, 4.622, 2.799)
C (1.076, 6.053, 3.236)
N (2.130, 1.131, 3.591)
C (1.733, 0.137, 2.747)
N (0.988, 0.615, 1.740)
H (-0.389, 6.296, 1.295)
H (-0.241, 5.286, -0.159)
H (-1.617, 5.063, 0.943)
H (-0.382, 2.659, 0.360)
H (2.245, 3.923, 4.430)
H (1.721, 6.169, 4.117)
H (1.493, 6.679, 2.431)
H (0.080, 6.449, 3.492)
H (2.696, 1.045, 4.435)
H (1.988, -0.916, 2.860)

Output
Net charge = -1
Kohn-Sham gap = 5.4 eV
Energy above the lowest of the compared OMol25 structures with the same formula, charge and spin = 285.2 kJ/mol
E_LUMO = 2.452 eV
HOMO energy = -2.9 eV